# C20H52NO2P2PtSi4

C20H52NO2P2PtSi4 as an isolated structure in a non-equilibrium geometry (wB97M-V/def2-TZVPD, the Open Molecules 2025 dataset).

Geometry as XYZ:
```
82
Properties=species:S:1:pos:R:3:forces:R:3
C 0.932440 -1.532083 -4.224438 0.5 0.1 0.2
C 0.985635 -1.363205 -2.842369 -1.0 0.0 -0.6
N -0.150269 -1.276426 -2.122480 0.2 -0.7 -1.6
C -1.350224 -1.408272 -2.716808 0.5 0.1 -0.7
C -1.441217 -1.599492 -4.094987 0.1 0.1 0.3
C -0.285323 -1.655300 -4.866673 -0.3 0.0 0.0
C 2.322149 -1.226061 -2.169494 0.0 -0.8 0.7
P 2.199262 -0.792748 -0.389322 0.0 0.3 -0.4
Pt -0.038214 -0.740300 0.019092 -0.5 -0.2 2.2
P -2.309768 -0.553149 -0.249138 0.4 0.4 -0.3
C -2.606176 -1.310805 -1.884814 -0.5 0.0 0.1
O 1.992212 4.249071 -4.065148 0.4 -1.1 0.2
O -0.002713 2.638796 -0.838069 0.6 0.1 -1.7
H 1.881004 -1.539158 -4.759533 -0.3 -0.1 -0.1
H -2.430287 -1.663840 -4.520702 0.0 -0.1 -0.2
H -0.343389 -1.785540 -5.947815 0.0 0.1 0.3
C 3.275243 -1.947283 0.491418 0.4 -0.1 -0.1
C 2.997598 0.828813 -0.349325 0.6 0.0 0.0
H -3.362403 -0.710999 -2.405562 0.1 -0.2 -0.1
H -3.046889 -2.306244 -1.716010 0.2 0.2 -0.1
H 2.888783 -0.466293 -2.662674 0.5 0.5 -0.5
H 2.884700 -2.165057 -2.242979 -0.1 0.1 -0.2
C -3.538299 -1.289333 0.847095 -0.4 0.0 -0.1
C -2.727427 1.190095 -0.472984 -0.6 0.0 0.0
H -1.148048 3.147868 2.964383 -0.3 -0.3 -0.3
H -0.210229 3.586226 -0.778300 0.1 -0.3 -0.1
H 2.266079 4.938993 -4.661506 0.1 0.5 -0.3
H 2.592535 3.507288 -4.279384 -0.5 0.6 0.2
H -0.125410 -2.292827 0.538057 0.0 -0.1 0.2
H 0.309439 2.512162 -1.782242 -0.6 0.4 1.6
H 4.310973 -1.824256 0.144192 -0.2 -0.1 0.2
H 3.227750 -1.772171 1.573187 -0.1 0.0 -0.3
H 2.942197 -2.972643 0.287236 0.0 0.2 0.1
H 3.920594 0.782976 -0.939212 0.0 0.2 0.2
H 2.322524 1.583960 -0.768865 0.1 -0.2 0.1
H 3.236030 1.106575 0.681937 0.0 0.0 -0.3
H -3.763692 1.263300 -0.821873 0.1 0.3 0.1
H -2.595979 1.708334 0.483069 0.0 -0.1 -0.3
H -2.031558 1.652859 -1.181085 -0.2 -0.3 0.1
H -4.544012 -1.002253 0.508063 0.2 -0.1 0.2
H -3.440795 -2.382968 0.807089 0.0 0.3 0.1
H -3.384049 -0.943271 1.875058 -0.1 0.0 -0.3
C 3.234407 0.893833 3.424238 0.0 -0.1 -0.1
Si 1.611821 1.815222 3.076236 0.5 0.6 1.6
C 1.205991 2.679730 4.717391 -0.1 0.0 0.1
C 1.924093 3.267069 1.912016 -0.3 -0.1 -0.6
Si 0.064022 0.281730 2.118092 0.0 0.6 -0.9
Si -0.143222 -1.168522 3.948525 0.4 -0.6 2.0
C 0.151433 -0.472740 5.682700 0.1 0.0 -0.1
C -1.911152 -1.808018 3.984049 -0.2 0.0 -0.5
C 1.101384 -2.552483 3.669613 0.0 -0.1 -0.3
Si -2.500358 3.221120 3.598415 0.0 0.1 0.1
C -2.301061 2.704464 5.385359 -0.1 0.1 0.2
C -3.061753 4.994890 3.380273 0.0 0.0 0.1
C -3.854996 2.103767 2.929332 -0.1 -0.1 -0.2
H 3.984888 1.637181 3.733032 -0.2 -0.1 -0.1
H 3.641821 0.350194 2.565049 0.0 0.1 0.2
H 3.129533 0.177950 4.250470 -0.1 0.1 -0.2
H 2.106376 3.204026 5.071121 -0.1 -0.1 -0.2
H 0.429374 3.442892 4.598594 0.2 -0.2 -0.1
H 0.891365 2.011120 5.522972 0.1 0.1 -0.2
H 1.762725 3.015806 0.857848 0.1 0.2 0.2
H 1.246316 4.093273 2.162909 0.1 -0.2 0.0
H 2.955041 3.630979 2.036624 -0.2 -0.2 0.1
H -0.578294 0.296274 5.962707 0.1 -0.1 -0.1
H 0.041806 -1.302020 6.397619 0.0 0.1 -0.2
H 1.155777 -0.059876 5.823933 -0.2 -0.1 -0.1
H -2.183626 -2.316558 3.052385 0.1 0.0 0.2
H -2.001439 -2.533084 4.806463 0.2 0.2 -0.1
H -2.634827 -1.002916 4.171025 0.2 -0.1 0.0
H 1.011914 -2.981495 2.664683 0.0 0.1 0.2
H 2.136425 -2.214120 3.811393 -0.3 0.0 0.0
H 0.896201 -3.346040 4.403232 0.0 0.1 -0.1
H -1.316941 2.927384 5.805030 -0.2 0.0 0.0
H -3.052230 3.247768 5.967414 0.1 -0.1 0.1
H -2.499231 1.631713 5.513864 0.1 0.2 -0.1
H -3.306233 5.199338 2.329153 0.0 0.0 0.2
H -3.956093 5.173018 3.988526 0.1 0.1 -0.1
H -2.279914 5.695548 3.697912 -0.2 -0.1 -0.1
H -4.813186 2.502152 3.301544 0.3 -0.1 -0.1
H -3.768268 1.072901 3.301498 0.0 0.2 -0.1
H -3.923168 2.077589 1.838073 -0.1 0.0 0.2
```
Forces are in eV/Å.

Summary:
2S+1: 5
HOMO energy (spin up / spin down), eV: -6.969 / -11.306
Orbital gap (spin up / spin down), eV: 4.953 / 5.960
E_tot, Ha: -2958.239552
ΔE to the lowest compared entry with this formula, charge and spin, kJ/mol: 0.0
Net charge: +1

=====

# C14H36BaF2O14S4

C14H36BaF2O14S4 as an isolated structure in a non-equilibrium geometry (wB97M-V/def2-TZVPD, the Open Molecules 2025 dataset).

Geometry as XYZ:
```
71
Properties=species:S:1:pos:R:3:forces:R:3
Ba -0.705455 1.121316 0.424492 -3.6 1.9 2.1
F -3.351565 1.018006 -0.704988 0.8 -0.9 -0.5
F -1.813825 3.749006 0.488452 1.3 -0.4 -0.1
O -2.795165 1.209696 2.834562 1.8 0.4 0.2
C -2.142405 0.672496 3.903142 -0.4 -1.6 -2.1
C -0.564675 0.514546 3.997232 1.1 2.6 -1.0
O 0.267625 0.315946 2.856672 -1.1 -0.9 -0.7
H -2.378465 -0.391444 3.882972 -0.5 -1.9 0.3
H -2.629995 0.956306 4.835782 0.6 0.7 1.2
H -0.244645 -0.165464 4.786702 -0.5 -0.6 0.6
H -0.195515 1.496346 4.293702 -0.1 0.9 1.1
O 1.683105 2.492626 0.405252 0.5 0.8 -0.6
S 2.869565 3.073676 0.942812 3.2 -0.4 3.2
O 3.973175 3.688626 0.207762 -1.9 -0.4 -0.2
O 2.539555 4.135936 2.130612 -0.4 -1.0 -1.7
C 1.204865 4.066216 2.766072 -0.5 0.5 -0.4
C 1.375375 4.967196 3.956972 0.4 0.3 1.8
C 3.759815 1.821706 2.060512 -1.7 0.9 -1.0
H 0.901045 3.040696 2.976082 0.4 -0.2 0.4
H 0.423045 4.389276 2.078692 0.2 0.4 -0.3
H 1.852645 4.457086 4.793692 0.1 -0.5 0.0
H 0.506995 5.419346 4.436112 -0.6 -0.4 -0.6
H 2.058585 5.807856 3.836052 0.0 0.1 -0.9
H 4.679705 2.327596 2.353702 -0.2 -0.2 0.1
H 3.897815 0.851606 1.583032 0.1 0.3 -0.3
H 3.008385 1.685086 2.838192 0.3 -0.1 0.3
O -0.543615 -3.820294 -0.740598 -0.4 1.1 2.3
S -0.994715 -2.956294 0.358422 -3.3 1.1 -0.7
O -1.130755 -1.514354 0.117552 0.3 -2.9 0.1
O -2.563085 -3.553144 0.760342 2.8 -0.7 -1.2
C -3.420145 -2.723444 1.611152 1.6 0.2 -1.2
C -4.713045 -3.455524 1.843432 -0.1 -0.4 0.1
C -0.204145 -3.172034 1.937992 0.8 -0.3 -0.6
H -3.478735 -1.843814 0.970132 -0.8 0.6 0.9
H -2.791545 -2.547644 2.484112 -0.8 0.5 0.4
H -5.343555 -2.834384 2.479622 -0.2 0.1 -0.2
H -4.625845 -4.426694 2.330582 0.6 0.1 0.4
H -5.208425 -3.747904 0.917572 -0.1 0.7 -0.2
H 0.865945 -2.996644 1.827312 0.1 -0.2 -0.4
H -0.404165 -4.204104 2.225942 0.0 0.2 0.3
H -0.479295 -2.368564 2.621252 -0.6 0.1 0.0
O -0.093985 0.208846 -4.445128 -1.5 1.4 0.9
S -1.125425 0.568766 -3.442088 2.2 -3.0 1.0
O -0.675845 1.178326 -2.211158 -0.5 0.2 -2.4
O -2.259735 1.403106 -4.123918 0.3 1.4 2.3
C -2.548635 1.247106 -5.451918 -2.7 0.0 -2.3
C -3.809875 2.111626 -5.892638 1.2 0.5 0.8
C -1.809275 -1.101224 -3.075948 -0.6 1.6 -0.8
H -2.897765 0.220476 -5.562558 0.6 -0.3 -0.7
H -1.730505 1.554406 -6.103318 0.2 -0.5 0.2
H -4.796085 1.778246 -5.569618 0.3 -0.5 0.0
H -3.789865 2.264816 -6.971628 0.0 -0.4 -0.1
H -3.703885 3.110806 -5.470138 0.1 0.1 0.1
H -0.881705 -1.668314 -2.997778 -0.4 -0.2 0.1
H -2.384285 -1.289064 -3.982698 0.4 -0.5 -0.3
H -2.552035 -1.168314 -2.281018 0.6 0.6 0.5
O 1.747485 -1.807934 -2.541008 0.3 0.7 -0.3
S 2.288415 -0.825124 -1.645068 0.0 1.2 1.4
O 1.335765 -0.192004 -0.711998 3.2 -1.7 -1.8
O 3.561235 -1.636264 -0.870198 -1.5 0.8 -1.7
C 3.419905 -3.092394 -0.824338 -0.2 -0.4 1.7
C 4.719415 -3.793534 -1.207138 -0.5 1.1 0.4
C 3.329895 0.541626 -2.496308 -0.2 -1.2 0.9
H 2.588175 -3.555564 -1.355188 -0.1 0.8 -0.3
H 3.180755 -3.178194 0.235632 0.2 -0.8 0.1
H 4.754165 -3.781584 -2.296518 0.6 -0.1 0.1
H 4.792045 -4.804194 -0.805418 -0.4 0.0 -0.2
H 5.504305 -3.220424 -0.713588 0.4 0.0 -0.5
H 4.050385 1.035456 -1.844288 -0.5 -0.3 0.8
H 2.659545 1.320086 -2.860628 -0.2 -0.5 -0.3
H 3.982915 0.013986 -3.191478 -0.7 0.0 -0.5
```
Forces are in eV/Å.

Summary:
2S+1: 1
HOMO energy, eV: 0.760
Orbital gap, eV: 2.802
E_tot, Ha: -3426.194820
Net charge: -2

=====

Q: Look up the net charge of the second one.
A: -2